C58H60FeNO2S2Si | wB97M-V/def2-TZVPD

## Properties
spin multiplicity = 6
highest occupied orbital energy (spin up / spin down) = -0.2412 / -0.2783 Eh
gap between HOMO and LUMO (spin up / spin down) = 6.61 / 7.61 eV
charge = 0

```
125
Properties=species:S:1:pos:R:3:forces:R:3:mulliken_spin:R:1
Fe -1.62591 -1.01220 1.13101 1.0 -0.2 -0.7 3.65
C -5.13931 0.93140 0.47201 0.0 -0.1 0.0 0.00
C -4.53681 0.26720 1.67071 0.0 0.0 -0.1 -0.03
C -4.27061 0.98710 2.82711 0.0 -0.1 0.0 0.00
C -3.74311 0.36380 3.94661 0.0 -0.1 0.1 0.02
C -3.46741 -0.99300 3.92791 0.1 0.1 0.2 -0.02
C -3.72371 -1.73250 2.78001 0.0 -0.1 -0.2 0.01
C -4.25551 -1.10220 1.65351 -0.1 -0.1 0.2 0.09
H -4.80061 1.96190 0.39411 0.0 0.1 0.0 0.00
H -6.22721 0.93400 0.55331 -0.1 0.0 0.0 0.00
H -4.85871 0.40340 -0.43609 0.0 0.0 -0.1 0.00
H -4.49031 2.04460 2.85381 0.0 0.1 0.0 0.00
H -3.55831 0.93500 4.84361 0.1 0.1 0.1 0.00
H -3.07401 -1.48020 4.80681 0.1 -0.1 0.1 0.00
H -3.57031 -2.80470 2.78041 0.1 0.0 -0.1 0.00
H -4.53801 -1.68840 0.78821 0.2 0.0 -0.1 0.00
C 7.87039 -0.55510 2.04941 0.0 0.0 0.0 0.00
C 6.40259 -0.42760 1.77011 0.0 0.0 0.0 0.00
C 5.73229 -1.36970 0.99971 0.1 0.0 0.0 0.00
C 4.37049 -1.27250 0.78521 0.0 0.0 0.0 0.00
C 3.65809 -0.22390 1.34161 -0.5 0.0 0.0 0.00
C 4.31179 0.72760 2.10871 0.0 0.0 0.1 0.00
C 5.67419 0.62520 2.31461 0.1 -0.1 0.0 0.00
S 1.88359 -0.11780 1.12691 0.5 -0.3 0.0 0.03
O -0.18851 -2.33980 0.26811 -0.4 0.0 -0.1 0.40
C 1.85649 0.14340 -0.64309 0.1 0.5 0.5 0.01
C 1.85789 -0.94280 -1.52669 0.0 -0.2 -0.5 0.00
C 1.87869 -0.72440 -2.87469 0.1 -0.1 0.2 0.00
C 1.83379 0.58520 -3.39899 0.0 0.3 0.2 0.00
C 1.81389 0.84360 -4.78669 -0.1 0.1 -0.2 0.00
C 1.71529 2.12100 -5.26429 0.1 -0.2 -0.1 0.00
C 1.65259 3.20390 -4.37259 0.0 0.2 0.2 0.00
C 1.69289 2.99190 -3.02189 0.0 0.1 -0.2 0.00
C 1.79299 1.68360 -2.50239 0.0 -0.2 -0.1 0.00
C 1.84709 1.43870 -1.10739 0.1 -0.4 -0.2 -0.01
C 1.88989 2.56430 -0.15179 -0.5 0.1 0.2 0.00
C 3.09119 3.29270 0.04641 0.0 0.3 0.3 0.00
C 4.26789 3.03270 -0.68829 0.2 0.1 -0.1 0.00
C 5.39009 3.79460 -0.50519 -0.1 -0.3 -0.2 0.00
C 5.39489 4.83480 0.43471 -0.2 0.2 0.3 0.00
C 4.28249 5.08480 1.19221 0.3 0.1 -0.1 0.00
C 3.10679 4.32790 1.01931 0.0 -0.2 -0.2 0.00
C 1.94359 4.58660 1.77701 -0.4 -0.2 0.0 0.00
C 0.79119 3.88550 1.55301 0.1 0.3 0.3 0.00
C 0.76359 2.88720 0.57431 0.1 -0.5 -0.7 0.01
S -0.68151 1.84800 0.20031 0.1 1.7 -0.3 0.01
O -0.99321 1.16980 1.50191 -0.4 -1.3 0.9 0.06
C -1.94641 3.13830 0.07341 0.1 -0.4 -0.2 0.00
C -2.54131 3.69650 1.19161 0.1 -0.1 0.1 0.00
C -3.58841 4.58940 1.03981 0.1 -0.1 0.0 0.00
C -4.07531 4.90890 -0.22259 0.1 0.0 -0.1 0.00
C -5.24751 5.82910 -0.37989 0.0 0.0 0.0 0.00
C -3.48201 4.31900 -1.33549 0.0 0.1 0.1 0.00
C -2.42361 3.43990 -1.19249 0.1 -0.1 0.0 0.00
H 8.33609 -1.26990 1.37421 0.1 0.0 0.0 0.00
H 8.02519 -0.90120 3.07291 0.1 0.0 0.0 0.00
H 8.36319 0.41040 1.94601 0.1 0.0 0.0 0.00
H 6.27539 -2.20230 0.57431 0.1 0.0 0.0 0.00
H 3.85769 -2.01830 0.19921 -0.1 -0.1 -0.1 0.00
H 3.75489 1.53740 2.55361 -0.1 0.1 0.0 0.00
H 6.18179 1.36740 2.91561 0.0 0.1 0.0 0.00
H 1.83099 -1.94550 -1.13309 0.0 -0.1 0.1 0.00
H 1.91919 -1.55980 -3.55799 0.0 -0.1 -0.1 0.00
H 1.85919 0.00500 -5.46779 0.0 -0.1 -0.1 0.00
H 1.68959 2.30760 -6.32959 0.0 0.0 0.0 0.00
H 1.57839 4.20860 -4.76319 0.0 0.1 0.0 0.00
H 1.64659 3.82290 -2.33149 0.0 0.1 0.0 0.00
H 4.25819 2.24640 -1.42779 0.0 -0.1 0.0 0.00
H 6.27789 3.60570 -1.09269 0.0 -0.1 0.0 0.00
H 6.27809 5.44720 0.54471 0.1 0.0 0.1 0.00
H 4.28289 5.88430 1.92041 0.0 0.1 0.1 0.00
H 1.97869 5.35180 2.53921 0.0 0.1 0.0 0.00
H -0.09811 4.08730 2.12641 -0.1 0.1 0.1 0.00
H -2.20441 3.40230 2.17381 0.0 0.0 0.1 0.00
H -4.04801 5.03200 1.91301 0.0 0.0 0.1 0.00
H -5.34161 6.48970 0.47891 -0.1 0.1 0.0 0.00
H -6.16661 5.24720 -0.46569 -0.1 0.0 0.0 0.00
H -5.14831 6.43250 -1.27929 0.0 0.1 0.0 0.00
H -3.87141 4.54190 -2.31839 0.0 0.0 -0.1 0.00
H -1.98131 2.96260 -2.05279 0.0 -0.1 -0.2 0.00
C -2.15931 1.43280 -4.52429 -0.1 -0.6 0.4 0.00
Si -2.40451 -0.33030 -3.82489 -0.3 0.0 -0.4 0.00
C -4.16471 -0.91870 -4.28819 0.6 0.2 0.2 0.00
C -1.15201 -1.49690 -4.66419 -0.4 0.4 0.4 0.00
C -2.25411 -0.34450 -1.98479 -0.2 0.0 -0.7 0.04
C -2.23101 -0.44290 -0.76639 0.1 -0.3 0.2 -0.04
H -2.14761 1.42050 -5.61199 0.0 -0.1 -0.1 0.00
H -1.21471 1.85300 -4.18819 0.2 0.1 0.1 0.00
H -2.95451 2.10310 -4.20699 -0.2 0.1 0.1 0.00
H -4.34361 -0.86440 -5.35879 0.1 0.0 -0.2 0.00
H -4.91861 -0.30910 -3.79789 -0.1 0.1 0.1 0.00
H -4.31681 -1.94920 -3.97949 0.0 -0.2 0.1 0.00
H -1.40771 -1.71930 -5.69709 -0.2 0.1 -0.2 0.00
H -1.10031 -2.43800 -4.13029 0.0 -0.2 0.2 0.00
H -0.15941 -1.06590 -4.64719 0.2 0.1 0.0 0.00
C 1.90499 -3.09480 3.36021 0.0 -0.1 0.1 -0.01
C 0.72889 -3.96350 3.80481 0.0 0.2 0.0 0.07
C -0.41721 -3.11640 4.35661 0.1 0.0 0.0 -0.02
C 0.29059 -4.87200 2.68231 0.0 0.3 -0.2 0.09
C 0.48679 -6.22780 2.83471 0.0 -0.3 -0.1 -0.07
C 0.16539 -7.12050 1.82771 -0.1 0.1 0.1 0.10
C -0.42531 -6.63750 0.67651 0.2 -0.3 0.1 -0.07
C -0.65581 -5.28950 0.46211 -0.1 0.3 0.1 0.08
C -1.51261 -4.94180 -0.73919 0.0 0.3 -0.1 0.02
C -0.76571 -4.23040 -1.86959 -0.1 0.0 0.0 0.02
C -2.75761 -4.15390 -0.31749 0.1 0.1 0.0 -0.01
C -0.23441 -4.36400 1.46081 0.3 -1.7 -0.3 0.01
N -0.36581 -3.01710 1.37901 -1.3 2.3 1.0 0.55
H 2.23349 -2.44890 4.17051 0.1 0.1 0.1 0.00
H 1.60999 -2.47370 2.52051 0.1 0.1 -0.1 0.00
H 2.73959 -3.72540 3.05981 0.1 0.0 -0.1 0.00
H 1.07249 -4.60570 4.62521 0.0 0.0 -0.1 0.00
H -0.74651 -2.38320 3.62191 0.0 0.0 0.1 0.00
H -0.08281 -2.59070 5.24881 0.0 0.1 0.1 0.00
H -1.26021 -3.75270 4.62151 -0.1 0.0 0.1 0.00
H 0.91499 -6.59160 3.75651 0.1 0.0 0.1 0.00
H 0.33369 -8.17760 1.95571 0.0 -0.1 0.0 0.01
H -0.73651 -7.34510 -0.07819 -0.1 0.0 -0.1 0.00
H -1.86811 -5.90000 -1.14359 0.1 0.1 0.1 0.00
H -0.48671 -3.22430 -1.56909 0.0 -0.1 -0.1 0.00
H -1.41871 -4.15730 -2.73729 -0.1 -0.1 -0.2 0.00
H 0.12879 -4.78730 -2.14629 0.1 0.0 -0.1 0.00
H -2.50001 -3.11810 -0.07759 -0.1 -0.2 -0.1 0.02
H -3.21871 -4.61870 0.55411 -0.1 0.0 0.0 0.00
H -3.48121 -4.12950 -1.13029 -0.1 0.0 -0.1 0.00
```
Forces are in eV/Å.